{"formula": "C46H113NO10P2S3", "method": "wB97M-V/def2-TZVPD", "symbols": ["C", "C", "C", "C", "C", "C", "C", "C", "C", "C", "P", "C", "C", "C", "C", "N", "C", "C", "C", "C", "C", "S", "S", "C", "C", "C", "P", "O", "O", "S", "H", "H", "H", "H", "H", "H", "H", "H", "H", "H", "H", "H", "H", "H", "H", "H", "H", "H", "H", "H", "H", "H", "H", "H", "H", "H", "H", "H", "H", "H", "H", "H", "H", "H", "H", "H", "H", "H", "H", "H", "H", "H", "H", "H", "H", "H", "H", "H", "H", "C", "C", "C", "O", "H", "H", "H", "H", "H", "H", "H", "H", "C", "C", "C", "O", "H", "H", "H", "H", "H", "H", "H", "H", "C", "C", "C", "O", "H", "H", "H", "H", "H", "H", "H", "H", "C", "C", "C", "O", "H", "H", "H", "H", "H", "H", "H", "H", "C", "C", "C", "O", "H", "H", "H", "H", "H", "H", "H", "H", "C", "C", "C", "O", "H", "H", "H", "H", "H", "H", "H", "H", "C", "C", "C", "O", "H", "H", "H", "H", "H", "H", "H", "H", "C", "C", "C", "O", "H", "H", "H", "H", "H", "H", "H", "H"], "xyz": [[-5.2498, -3.8199, 5.3344], [-5.7370, -2.3087, 5.7587], [-5.9844, -1.3217, 4.4360], [-7.4698, -1.7134, 3.8559], [-7.5598, -1.8354, 2.2192], [-6.4441, -2.8312, 1.5472], [-5.8314, -2.0438, 0.2261], [-5.0222, -3.0955, -0.7451], [-4.5126, -2.3519, -2.1365], [-3.7991, -3.5210, -3.0570], [-2.3766, -2.8016, -4.1555], [-1.0710, -3.2591, -2.7825], [0.4645, -2.9409, -3.2338], [1.0108, -1.4266, -2.9141], [0.2815, -0.6456, -1.6946], [0.9519, 0.5489, -1.1103], [1.1264, 0.5026, 0.3883], [-0.3685, 0.6546, 1.0987], [-1.2685, 1.8865, 0.4983], [-0.9247, 3.2766, 1.3289], [2.1494, 1.0597, -1.8515], [3.7778, 0.5303, -1.5744], [1.9642, 2.4134, -3.1609], [0.1265, 2.7038, -3.4265], [-0.4089, 4.1825, -2.9404], [0.6735, 5.0312, -2.0355], [-3.8165, -2.5029, -5.8202], [-4.6081, -4.0026, -6.2967], [-5.1103, -1.3998, -5.3426], [-2.7721, -1.8918, -7.3410], [-4.4803, -4.2265, 6.1464], [-6.1612, -4.5536, 5.2996], [-4.6921, -3.8630, 4.2998], [-4.9008, -1.8009, 6.4073], [-6.7720, -2.3350, 6.3200], [-5.1043, -1.4648, 3.6693], [-5.9950, -0.1706, 4.7416], [-7.9049, -2.7238, 4.2900], [-8.2034, -0.8494, 4.2009], [-8.6452, -2.2240, 1.9370], [-7.4525, -0.7585, 1.7740], [-6.9316, -3.8469, 1.2248], [-5.5381, -3.0868, 2.2494], [-6.7462, -1.5397, -0.3368], [-5.1526, -1.1440, 0.5965], [-4.1178, -3.6327, -0.1871], [-5.7725, -3.9495, -1.0861], [-3.7038, -1.5245, -1.9618], [-5.4533, -1.8994, -2.6901], [-3.3807, -4.3771, -2.3379], [-4.6511, -4.0224, -3.6863], [-2.0530, -1.4000, -4.0926], [-1.6873, -3.7737, -5.0145], [-1.1517, -4.4487, -2.7055], [-1.3900, -2.8615, -1.7294], [0.6044, -3.2333, -4.3827], [1.1730, -3.7027, -2.6496], [2.1950, -1.5422, -2.8097], [0.8110, -0.7917, -3.9054], [-0.7971, -0.3093, -2.0732], [0.0779, -1.4132, -0.8077], [1.7731, 1.4534, 0.7018], [1.6627, -0.5104, 0.6863], [-0.9597, -0.3755, 1.0179], [-0.1441, 0.9375, 2.2377], [-2.4080, 1.5652, 0.6399], [-1.1310, 2.0980, -0.6443], [-1.0117, 3.0107, 2.4735], [0.1799, 3.6008, 1.1197], [-1.7044, 4.1009, 1.0205], [-0.5146, 1.8654, -2.9073], [-0.0548, 2.6014, -4.5989], [-0.7967, 4.8069, -3.8539], [-1.3464, 3.9867, -2.2379], [0.8101, 4.5844, -0.9375], [0.1863, 6.1065, -1.8587], [1.6998, 5.2356, -2.5739], [-3.9367, -4.7325, -6.4514], [-5.2198, -0.7265, -6.0764], [-5.9712, 2.6445, -4.8717], [-5.3091, 2.6872, -3.5038], [-3.8125, 2.9284, -3.6197], [-5.5376, 1.4523, -2.8297], [-5.5635, 1.8288, -5.4792], [-7.0461, 2.4579, -4.7733], [-5.8270, 3.5865, -5.4097], [-5.7640, 3.4795, -2.8992], [-3.3281, 2.1228, -4.1828], [-3.3474, 2.9444, -2.6282], [-3.6035, 3.8790, -4.1201], [-5.1372, 0.7430, -3.3594], [5.1779, 2.0879, 2.7184], [5.3390, 0.6956, 3.3075], [6.4645, -0.0672, 2.6272], [4.1194, -0.0260, 3.1545], [4.9284, 2.0360, 1.6526], [4.3563, 2.6207, 3.2092], [6.0946, 2.6742, 2.8345], [5.5422, 0.7716, 4.3813], [6.2607, -0.1956, 1.5582], [6.5608, -1.0718, 3.0529], [7.4198, 0.4544, 2.7406], [3.9309, -0.0983, 2.2041], [10.0238, 1.8069, 5.7019], [9.1264, 2.3760, 4.6146], [9.2012, 3.8939, 4.5724], [7.7798, 1.9761, 4.8563], [9.7192, 2.1683, 6.6905], [9.9504, 0.7143, 5.7288], [11.0695, 2.0837, 5.5358], [9.4205, 1.9656, 3.6424], [8.8674, 4.3293, 5.5209], [8.5409, 4.2902, 3.7934], [10.2222, 4.2334, 4.3722], [7.5101, 2.3359, 5.7176], [-3.5956, 6.6392, 1.5362], [-2.3873, 6.8417, 2.4364], [-2.3845, 8.2300, 3.0563], [-1.1958, 6.6621, 1.6751], [-3.5926, 7.3573, 0.7086], [-3.5779, 5.6402, 1.0873], [-4.5288, 6.7552, 2.0959], [-2.3873, 6.0849, 3.2284], [-2.3385, 9.0046, 2.2826], [-1.5028, 8.3659, 3.6918], [-3.2814, 8.3937, 3.6617], [-1.1872, 7.3299, 0.9694], [-0.2049, -5.8248, 7.8035], [-1.1023, -5.2557, 6.7162], [-1.0275, -3.7378, 6.6739], [-2.4489, -5.6556, 6.9579], [-0.5095, -5.4634, 8.7921], [-0.2783, -6.9173, 7.8304], [0.8408, -5.5479, 7.6374], [-0.8082, -5.6660, 5.7440], [-1.3613, -3.3024, 7.6224], [-1.6878, -3.3415, 5.8950], [-0.0065, -3.3983, 6.4738], [-2.7186, -5.2958, 7.8192], [10.3824, 2.8100, 0.2085], [9.7774, 4.0602, 0.8269], [9.4464, 5.0983, -0.2334], [10.6974, 4.6171, 1.7622], [11.3183, 3.0435, -0.3115], [10.6270, 2.0766, 0.9844], [9.6923, 2.3486, -0.5046], [8.8690, 3.7951, 1.3789], [10.3490, 5.4131, -0.7690], [9.0232, 5.9975, 0.2273], [8.7281, 4.7056, -0.9597], [11.5071, 4.8554, 1.2809], [-6.0626, -7.6765, -3.1167], [-5.6324, -6.9967, -4.4067], [-5.9386, -7.8625, -5.6183], [-4.2328, -6.7320, -4.3570], [-5.5282, -8.6226, -2.9752], [-5.8249, -7.0473, -2.2522], [-7.1380, -7.8796, -3.1170], [-6.1448, -6.0333, -4.5037], [-5.3998, -8.8152, -5.5656], [-5.6124, -7.3659, -6.5385], [-7.0103, -8.0710, -5.6938], [-3.7697, -7.5818, -4.2709], [7.2774, -0.7126, -4.6864], [6.3799, -0.1435, -5.7737], [6.4548, 1.3744, -5.8159], [5.0334, -0.5434, -5.5319], [6.9727, -0.3512, -3.6978], [7.2039, -1.8051, -4.6595], [8.3230, -0.4357, -4.8525], [6.6741, -0.5538, -6.7459], [6.1209, 1.8098, -4.8674], [5.7945, 1.7707, -6.5949], [7.4757, 1.7139, -6.0161], [4.7637, -0.1836, -4.6707]], "forces_ev_per_a": [[0.21, -0.14, 0.60], [0.36, 0.80, -0.86], [-0.46, -0.47, 0.69], [-0.48, 0.31, -0.70], [-0.25, -0.05, 0.50], [0.25, 0.72, -0.63], [-0.29, -0.53, 0.33], [-0.35, 0.68, -0.48], [0.22, -0.92, 0.19], [-1.24, -0.59, 0.95], [0.30, -2.52, 3.51], [0.80, -1.17, 0.24], [0.28, -0.74, 0.91], [0.48, 0.09, -1.66], [-1.42, -1.48, -0.10], [2.31, 0.68, -0.91], [-0.27, 0.50, 0.46], [0.57, 0.11, 0.02], [-0.33, 0.09, 0.53], [-0.51, -1.10, -0.17], [0.56, -0.39, 0.30], [-3.08, 1.18, -0.35], [-1.11, -2.04, 1.54], [-1.43, 0.02, -0.77], [-0.13, -0.15, 1.05], [-0.82, 1.14, 0.25], [-2.35, 0.07, -2.44], [1.42, 1.31, 1.14], [1.74, -1.17, -1.62], [-0.28, 0.30, 0.21], [-1.74, 0.79, -1.80], [1.76, 1.37, -0.03], [-1.16, 0.27, 2.00], [-1.73, -1.08, -1.01], [2.27, -0.01, -0.83], [-1.84, 0.17, 1.38], [0.07, -2.55, -0.53], [1.21, 2.01, -0.65], [1.36, -1.88, -0.73], [2.26, 0.86, 0.55], [-0.10, -2.01, 0.72], [0.89, 1.95, 0.55], [-1.91, 0.55, -1.16], [1.97, -1.19, 0.91], [-1.24, -1.96, -0.79], [-1.88, 1.33, -1.14], [1.51, 1.73, 0.75], [-1.70, -1.31, 0.08], [2.08, -0.85, 1.10], [-0.74, 2.00, -1.64], [1.80, 0.91, 0.88], [-0.36, -0.41, -0.48], [-0.60, 0.93, 0.05], [0.12, 2.44, -0.17], [0.82, -0.52, -1.86], [-0.32, 0.89, 2.39], [-1.53, 1.65, -1.20], [-2.74, 0.57, 0.03], [0.61, -1.17, 2.14], [2.05, -0.81, 0.71], [0.55, 1.59, -1.80], [-1.30, -2.25, -0.68], [-1.04, 2.10, -0.29], [1.32, 2.24, 0.29], [-0.63, -0.99, -2.41], [2.39, 0.92, -0.18], [-0.01, -0.69, 2.10], [0.08, 0.80, -2.22], [-2.18, -0.44, 0.33], [1.85, -1.47, 0.75], [1.54, 1.56, -0.94], [0.50, 0.12, 2.55], [0.96, -1.20, 1.74], [1.94, 0.50, -1.53], [-0.12, 0.73, -2.67], [1.01, -2.26, -0.38], [-2.06, -0.69, 1.16], [-0.91, 1.40, 0.35], [0.27, -1.22, 0.93], [-0.35, 0.16, -0.08], [0.31, -0.43, -0.45], [0.19, 0.20, 0.21], [-0.03, -0.12, 0.18], [0.13, 0.11, 0.06], [0.16, 0.09, 0.03], [-0.01, -0.12, 0.00], [0.00, -0.26, 0.05], [-0.11, 0.05, -0.10], [-0.13, 0.05, -0.09], [0.04, -0.10, 0.03], [-0.18, 0.23, 0.15], [-0.04, 0.33, 0.12], [0.13, 0.11, -0.57], [0.28, -0.20, 0.12], [-0.35, -0.18, -0.01], [0.10, -0.11, 0.00], [0.13, -0.07, 0.01], [-0.11, -0.08, 0.00], [-0.18, -0.13, -0.20], [-0.05, 0.14, 0.03], [0.00, 0.17, 0.02], [-0.13, -0.07, 0.00], [0.13, 0.06, 0.34], [0.20, -0.34, -0.03], [0.06, 0.45, 0.63], [0.07, 0.19, -0.24], [-0.27, -0.13, 0.05], [0.03, 0.12, -0.12], [0.04, 0.15, -0.07], [-0.11, -0.02, 0.06], [-0.22, -0.03, 0.08], [0.08, -0.14, 0.04], [0.17, -0.07, 0.05], [-0.20, 0.00, -0.03], [0.17, -0.12, -0.37], [-0.19, -0.29, -0.03], [-0.15, 0.53, -0.40], [0.11, 0.09, 0.35], [0.22, -0.05, -0.13], [0.01, 0.07, 0.15], [-0.03, 0.10, 0.13], [0.07, 0.00, -0.10], [0.20, 0.02, -0.19], [-0.13, -0.11, -0.01], [-0.16, -0.08, -0.05], [0.09, 0.04, -0.07], [-0.04, -0.27, 0.33], [0.20, -0.32, -0.02], [0.03, 0.34, 0.60], [0.00, 0.21, -0.31], [-0.27, -0.10, 0.00], [0.03, 0.12, -0.12], [0.04, 0.16, -0.08], [-0.10, -0.03, 0.07], [-0.25, -0.03, 0.12], [0.12, -0.11, 0.02], [0.13, -0.09, 0.05], [-0.12, 0.01, 0.04], [0.18, -0.15, -0.35], [-0.07, -0.34, 0.10], [0.46, 0.09, -0.53], [-0.31, 0.22, 0.00], [0.18, 0.09, 0.22], [-0.13, 0.09, -0.04], [-0.11, 0.09, -0.09], [0.11, 0.02, 0.05], [0.20, 0.10, 0.11], [-0.03, -0.17, 0.00], [0.00, -0.18, -0.04], [0.09, 0.07, 0.04], [-0.38, -0.12, 0.16], [-0.11, 0.16, 0.29], [-0.03, -0.65, 0.05], [-0.09, 0.13, -0.32], [0.40, 0.16, -0.04], [-0.09, 0.01, -0.14], [-0.08, -0.03, -0.14], [0.12, -0.01, 0.03], [0.29, -0.02, -0.02], [-0.10, 0.03, 0.14], [-0.12, 0.00, 0.14], [0.13, -0.01, -0.02], [-0.24, 0.34, -0.03], [0.21, -0.31, 0.01], [-0.09, 0.31, 0.61], [-0.01, 0.24, -0.28], [-0.18, -0.12, -0.05], [0.02, 0.12, -0.12], [0.04, 0.15, -0.08], [-0.08, -0.03, 0.06], [-0.24, -0.03, 0.11], [0.11, -0.13, 0.01], [0.13, -0.10, 0.06], [-0.09, 0.01, 0.04], [0.11, -0.08, -0.29]], "lowdin_charge": [-0.1359, -0.2559, -0.2190, -0.2280, -0.2222, -0.2150, -0.2231, -0.2179, -0.2404, -0.3652, 0.6416, -0.4077, -0.2527, -0.1962, -0.2096, -0.2524, -0.2001, -0.1807, -0.2463, -0.1273, -0.9467, 0.5286, 0.8152, -0.4659, -0.2882, -0.1700, 0.1604, -0.3413, -0.3284, 0.1584, 0.0631, 0.0754, 0.0702, 0.0982, 0.1064, 0.0995, 0.1125, 0.1119, 0.1126, 0.1171, 0.1057, 0.1123, 0.0880, 0.1216, 0.1223, 0.1244, 0.1209, 0.0996, 0.1145, 0.0971, 0.0732, 0.0248, 0.0381, 0.0955, 0.0781, 0.1148, 0.1161, 0.1009, 0.1232, 0.1189, 0.1290, 0.1343, 0.1277, 0.1091, 0.1195, 0.1145, 0.0761, 0.0826, 0.0734, 0.0641, 0.0652, 0.0938, 0.1092, 0.0871, 0.0775, 0.0800, 0.0671, 0.0681, 0.0539, -0.0592, -0.4943, -0.0681, -0.0633, 0.0702, 0.0834, 0.0817, 0.1408, 0.0827, 0.0647, 0.0828, 0.0682, -0.0590, -0.5013, -0.0565, -0.0686, 0.0705, 0.0812, 0.0645, 0.1276, 0.0772, 0.0829, 0.0630, 0.0717, -0.0608, -0.4926, -0.0633, -0.0707, 0.0813, 0.0810, 0.0821, 0.1314, 0.0828, 0.0731, 0.0765, 0.1020, -0.0653, -0.5077, -0.0671, -0.0743, 0.0825, 0.0666, 0.0818, 0.1400, 0.0811, 0.0812, 0.0805, 0.0921, -0.0685, -0.5035, -0.0658, -0.0730, 0.0809, 0.0801, 0.0807, 0.1401, 0.0817, 0.0748, 0.0816, 0.0911, -0.0615, -0.5055, -0.0629, -0.0696, 0.0818, 0.0752, 0.0819, 0.1286, 0.0812, 0.0817, 0.0817, 0.0952, -0.0612, -0.5096, -0.0605, -0.0801, 0.0825, 0.0752, 0.0828, 0.1338, 0.0825, 0.0785, 0.0832, 0.0953, -0.0666, -0.5029, -0.0659, -0.0662, 0.0765, 0.0801, 0.0783, 0.1382, 0.0795, 0.0801, 0.0780, 0.0666], "charge": 0, "homo_ev": -8.2, "smiles": "CCCCCCCCCC[PH2](CCCCN(CCCC)C(=S)SCCC)P(O)(O)=S.CC(C)O.CC(C)O.CC(C)O.CC(C)O.CC(C)O.CC(C)O.CC(C)O.CC(C)O", "lumo_ev": -0.485, "relative_energy_kcal_mol": 255.1, "fmax_ev_per_a": 4.3, "e_tot_ha": -4504.4699}